{"formula": "C4H14NO2", "method": "wB97M-V/def2-TZVPD", "lumo_energy_ha": -0.1183, "total_charge": 1, "elements": ["C", "C", "C", "C", "N", "H", "H", "H", "H", "H", "H", "H", "H", "H", "H", "H", "H", "O", "H", "H", "O"], "xyz": [[0.529459, 1.697515, 1.831924], [1.063313, 1.771965, 0.408826], [0.280555, 0.966714, -0.592026], [-0.253158, 1.497936, -1.685297], [-0.584160, -0.157810, -0.005692], [-0.369611, 2.309191, 1.977255], [0.373051, 0.730255, 2.293836], [1.226345, 2.230028, 2.465070], [1.287687, 2.791190, 0.076649], [2.082368, 1.325535, 0.411337], [0.073701, 2.475369, -1.992766], [-0.900433, 1.019417, -2.412822], [-1.268291, 0.318907, 0.570836], [-0.074235, -0.932277, 0.458173], [-0.874031, -0.576303, -0.905020], [-1.808954, -3.244867, -1.590810], [-2.542034, -2.015343, -1.020356], [-1.783656, -2.282264, -1.554710], [1.189770, -2.277303, 2.114590], [1.164743, -2.956175, 0.751771], [1.033599, -2.098026, 1.172899]], "forces_ev_per_angstrom": [[-0.28, 1.51, 0.36], [1.74, -1.69, 0.05], [-2.24, 1.65, 1.06], [0.77, -0.21, -0.72], [2.15, 0.20, -2.10], [-0.22, -0.32, -0.29], [0.11, -0.36, -0.29], [0.39, -0.10, 0.24], [-0.67, -0.17, -0.07], [-0.37, 0.09, 0.20], [0.32, 0.15, -0.11], [-0.24, -0.25, 0.40], [-0.41, -0.50, -0.05], [0.16, 0.28, 0.56], [-1.08, -0.25, 0.77], [-0.04, 0.04, -0.07], [-0.14, -0.36, -0.20], [0.04, 0.33, 0.28], [-0.05, 0.20, -0.29], [0.03, 0.06, -0.11], [0.03, -0.30, 0.39]], "nbo_charge": [-0.641, -0.466, 0.155, -0.359, -0.749, 0.219, 0.206, 0.252, 0.255, 0.236, 0.234, 0.223, 0.441, 0.472, 0.469, 0.502, 0.478, -0.966, 0.504, 0.501, -0.965]}